This record from OMol25 describes an isolated ion of composition C2H7N2O2 and charge +1 at a distorted geometry. The level of theory is wB97M-V/def2-TZVPD.

Each line ends with the natural charge from an NBO analysis.
CARTESIAN COORDINATES (ANGSTROEM)
C -1.637 0.968 0.016  -0.43
N -0.336 0.119 0.172  0.18
O 0.222 0.056 1.374  -0.51
N 0.368 -0.287 -0.787  0.42
C 1.604 -0.946 -0.429  -0.47
O 0.004 -0.187 -1.922  -0.27
H -1.722 1.488 -0.896  0.27
H -1.420 1.711 0.741  0.24
H -2.474 0.379 0.453  0.26
H -0.318 -0.041 2.133  0.53
H 2.052 -0.301 0.281  0.26
H 2.121 -1.177 -1.293  0.27
H 1.538 -1.781 0.157  0.27

Output
relative energy (zero: lowest compared OMol25 entry of this formula, charge and spin)	6.497	eV
E_LUMO	-5.141	eV
gap between HOMO and LUMO	10.574	eV
net charge	+1
HOMO energy	-15.716	eV
E_tot	-9250.2749	eV
SMILES	CN(O)[N+](C)=O

This record from OMol25 describes an isolated ion of composition C2H7N2O2 and charge +1 at a distorted geometry. The level of theory is wB97M-V/def2-TZVPD.

Each line ends with the natural charge from an NBO analysis.
CARTESIAN COORDINATES (ANGSTROEM)
N 2.325 -1.640 0.309  -0.51
O 1.418 -0.502 0.325  -0.34
C 0.249 -0.534 -0.053  0.84
O -0.532 -1.300 -0.501  -0.58
C -0.374 1.076 0.229  -0.36
N -1.714 1.088 -0.323  -0.74
H 2.652 -1.968 -0.610  0.38
H 1.881 -2.553 0.802  0.38
H 0.336 1.732 -0.172  0.24
H -0.353 1.176 1.300  0.24
H -1.678 1.829 -1.145  0.47
H -2.442 1.532 0.416  0.48
H -1.768 0.065 -0.576  0.48

Output
relative energy (zero: lowest compared OMol25 entry of this formula, charge and spin)	4.036	eV
E_LUMO	-3.940	eV
gap between HOMO and LUMO	10.729	eV
net charge	+1
HOMO energy	-14.670	eV
E_tot	-9252.7358	eV
SMILES	NOC(=O)C[NH3+]

This record from OMol25 describes an isolated ion of composition C2H7N2OS and charge +1 at a distorted geometry. The level of theory is wB97M-V/def2-TZVPD.

Each line ends with the natural charge from an NBO analysis.
CARTESIAN COORDINATES (ANGSTROEM)
C -0.565 1.825 0.756  -0.76
S 0.335 1.073 -0.593  0.59
C -0.087 -0.582 -0.330  -0.47
N 0.985 -1.590 -0.747  -0.70
N -1.307 0.395 -1.702  0.18
O -2.346 0.625 -1.217  -0.23
H -0.325 2.920 0.878  0.28
H -0.215 1.122 1.510  0.25
H -1.645 1.756 0.623  0.25
H -0.732 -1.127 0.441  0.26
H 0.343 -2.299 -1.302  0.47
H 1.722 -1.107 -1.230  0.45
H 1.293 -2.048 0.080  0.44

Output
relative energy (zero: lowest compared OMol25 entry of this formula, charge and spin)	5.131	eV
E_LUMO	-3.981	eV
gap between HOMO and LUMO	8.615	eV
net charge	+1
HOMO energy	-12.596	eV
E_tot	-18038.4560	eV
SMILES	C/S(=C/[NH3+])#[N+][O-]

This record from OMol25 describes a 2-piece molecular cluster, C2H7N2PS overall at a distorted geometry. The level of theory is wB97M-V/def2-TZVPD.

Each line ends with the natural charge from an NBO analysis.
CARTESIAN COORDINATES (ANGSTROEM)
C 0.763 -1.327 -0.058  -0.45
C 0.598 1.473 0.405  -0.48
N -0.107 -0.407 -0.765  -0.35
N 0.038 0.888 -0.763  -0.23
P -3.553 0.721 -0.005  0.23
S -2.467 -0.847 0.333  -0.34
H 1.808 -1.125 -0.318  0.20
H 0.644 -1.210 1.021  0.21
H 0.509 -2.345 -0.338  0.22
H 0.142 1.071 1.320  0.19
H 1.682 1.303 0.468  0.19
H 0.411 2.546 0.349  0.22
H -0.468 -0.740 -1.650  0.39

Output
relative energy (zero: lowest compared OMol25 entry of this formula, charge and spin)	2.404	eV
E_LUMO (spin up / spin down)	-0.636 / -1.050	eV
gap between HOMO and LUMO (spin up / spin down)	6.428 / 6.070	eV
HOMO energy (spin up / spin down)	-7.064 / -7.120	eV
E_tot	-25288.3330	eV

This record from OMol25 describes a 2-piece molecular cluster, C2H7N2S overall at a distorted geometry. The level of theory is wB97M-V/def2-TZVPD.

Each line ends with the natural charge from an NBO analysis.
CARTESIAN COORDINATES (ANGSTROEM)
S -1.543 -1.850 -0.527  -1.06
H -2.787 -2.382 -0.514  0.10
C 0.739 0.289 -1.293  -0.42
N 1.041 0.825 0.053  -0.65
C 0.287 0.274 1.119  0.27
N -0.025 0.999 2.140  -0.78
H 1.634 0.435 -1.907  0.17
H 0.558 -0.800 -1.207  0.25
H -0.156 0.721 -1.736  0.19
H 1.069 1.809 0.245  0.37
H -0.107 -0.756 0.960  0.22
H -0.708 0.436 2.668  0.34

Output
relative energy (zero: lowest compared OMol25 entry of this formula, charge and spin)	0.442	eV
E_LUMO	4.215	eV
gap between HOMO and LUMO	7.194	eV
net charge	-1
HOMO energy	-2.979	eV
E_tot	-16003.5483	eV

This record from OMol25 describes a 2-piece molecular cluster, C2H7N3 overall at a distorted geometry. The level of theory is wB97M-V/def2-TZVPD.

Each line ends with the natural charge from an NBO analysis.
CARTESIAN COORDINATES (ANGSTROEM)
C 0.058 -1.073 1.167  -0.04
C 0.328 -1.641 -1.094  -0.43
N -0.447 2.576 0.157  -0.36
N -0.829 1.585 0.685  -0.18
N -0.364 -1.690 0.157  -0.42
H -0.489 -1.126 2.165  0.19
H 0.990 -0.257 1.025  0.12
H 0.531 2.914 0.025  0.33
H 1.334 -1.466 -0.866  0.18
H 0.170 -2.450 -1.717  0.20
H -0.009 -0.812 -1.582  0.20
H -1.273 3.440 -0.121  0.23

Output
relative energy (zero: lowest compared OMol25 entry of this formula, charge and spin)	4.940	eV
E_LUMO	0.649	eV
gap between HOMO and LUMO	8.969	eV
HOMO energy	-8.320	eV
E_tot	-6653.0159	eV

This record from OMol25 describes one molecule with the formula C2H7N3 at a distorted geometry. The level of theory is wB97M-V/def2-TZVPD.

Each line ends with the natural charge from an NBO analysis.
CARTESIAN COORDINATES (ANGSTROEM)
H -1.893 1.584 -0.271  0.34
N -1.892 0.570 -0.333  -0.72
C -0.746 0.032 -0.155  0.41
N -0.714 -1.328 0.008  -0.83
C 0.523 0.850 0.129  -0.29
N 1.717 0.079 -0.135  -0.81
H 0.129 -1.846 0.193  0.38
H -1.529 -1.808 0.356  0.40
H 0.516 1.235 1.152  0.21
H 0.530 1.695 -0.568  0.21
H 1.906 -0.570 0.623  0.35
H 1.453 -0.494 -0.999  0.35

Output
relative energy (zero: lowest compared OMol25 entry of this formula, charge and spin)	0.524	eV
E_LUMO	0.843	eV
gap between HOMO and LUMO	9.964	eV
HOMO energy	-9.121	eV
E_tot	-6657.4316	eV
SMILES	[H]/N=C(/N)CN

This record from OMol25 describes one molecule with the formula C2H7N3 at a distorted geometry. The level of theory is wB97M-V/def2-TZVPD.

Each line ends with the natural charge from an NBO analysis.
CARTESIAN COORDINATES (ANGSTROEM)
C 1.001 0.292 -0.869  0.14
C -1.055 -0.747 1.812  -0.45
N 0.822 0.636 -2.195  -0.80
N -0.083 -0.118 -0.143  -0.35
N 0.085 -0.838 0.927  -0.40
H -0.124 0.889 -2.445  0.39
H 1.600 1.081 -2.661  0.40
H 1.991 -0.033 -0.557  0.19
H -0.159 1.028 -0.064  0.34
H -0.912 0.034 2.576  0.17
H -1.168 -1.702 2.329  0.20
H -1.998 -0.522 1.291  0.17

Output
relative energy (zero: lowest compared OMol25 entry of this formula, charge and spin)	4.458	eV
E_LUMO (spin up / spin down)	0.836 / 0.832	eV
gap between HOMO and LUMO (spin up / spin down)	7.380 / 7.754	eV
HOMO energy (spin up / spin down)	-6.545 / -6.922	eV
E_tot	-6653.4975	eV

This record from OMol25 describes one molecule with the formula C2H7N3 at a distorted geometry. The level of theory is wB97M-V/def2-TZVPD.

Each line ends with the natural charge from an NBO analysis.
CARTESIAN COORDINATES (ANGSTROEM)
H -0.530 2.560 1.503  0.33
N -0.807 1.554 1.395  -0.66
C -0.167 1.181 0.343  0.26
N -0.339 -0.104 -0.195  -0.29
C 0.734 -0.539 -1.026  -0.42
N -0.930 -1.047 0.639  -0.64
H 0.614 1.772 -0.247  0.15
H 0.981 0.300 -1.701  0.21
H 0.396 -1.375 -1.568  0.20
H 1.659 -0.969 -0.554  0.17
H -0.235 -1.507 1.257  0.33
H -1.376 -1.825 0.154  0.36

Output
relative energy (zero: lowest compared OMol25 entry of this formula, charge and spin)	1.876	eV
E_LUMO	0.893	eV
gap between HOMO and LUMO	9.727	eV
HOMO energy	-8.834	eV
E_tot	-6656.0801	eV
SMILES	[H]/N=C/N(C)N